1.
Formula: C7H17BN2
Source: the OMol25 dataset
Level of theory: ωB97M-V with the def2-TZVPD basis set

Output
F_max = 4.7 eV Å⁻¹
HOMO-LUMO gap = 0.32199 hartree
SMILES = CCCB1N(C)CCN1C
Energy relative to the best compared isomer or geometry (same formula, charge and spin) = 0.0 kcal per mole
Charge = 0

Geometry as XYZ:
```
27
Properties=species:S:1:pos:R:3:forces:R:3
B 0.5907 -0.1455 -0.1836 -4.636 -0.633 -0.615
C 2.8530 -0.6036 0.1149 -0.174 -0.381 -1.650
C 2.5941 0.9280 0.2760 1.029 0.341 -0.634
C -3.6372 0.1275 0.0110 1.196 0.736 2.924
C 1.3633 -2.5408 -0.4134 0.042 -2.945 -1.364
C 0.6921 2.4185 -0.0475 -2.356 0.502 -1.874
C -1.2407 -0.5969 -0.3492 3.985 -0.403 0.562
C -2.1308 0.4759 0.1935 -0.726 1.312 -1.025
N 1.5319 -1.1617 -0.2213 1.131 0.542 0.568
N 1.1589 1.1231 0.0314 1.690 -2.813 0.169
H 3.6305 -1.0475 -0.5944 -0.823 1.358 0.243
H 3.2086 -0.9503 1.0290 0.346 -0.899 1.964
H 2.8562 1.2845 1.2918 -0.037 -0.330 -0.310
H 3.2644 1.5206 -0.4157 -0.897 -0.371 0.378
H -3.7843 0.1288 -1.0399 -1.062 -0.749 -0.652
H -4.3182 0.7509 0.6168 0.283 0.974 -1.056
H -3.8029 -0.7127 0.6974 0.060 -1.137 -1.382
H 1.4504 -3.2140 0.5183 0.032 1.067 -1.172
H 0.3817 -2.7896 -0.9090 0.700 0.546 0.851
H 2.0808 -2.9628 -1.2301 -0.632 0.705 1.517
H 0.5231 2.8398 0.9186 -0.170 0.811 0.653
H 1.3994 2.9563 -0.6398 0.491 1.091 -0.186
H -0.2702 2.4055 -0.6701 1.225 0.370 1.138
H -1.3275 -1.5760 0.1359 -0.047 0.191 0.500
H -1.4367 -0.8878 -1.3850 -0.119 0.633 -0.211
H -1.8323 1.3315 -0.4760 -0.897 -0.259 0.983
H -1.9574 0.7779 1.2371 0.364 -0.261 -0.320
```
Forces are in eV/Å.

2.
Formula: C7H17BO2
Source: the OMol25 dataset
Level of theory: ωB97M-V with the def2-TZVPD basis set

Output
F_max = 4.7 eV Å⁻¹
HOMO-LUMO gap = 0.33083 hartree
Energy relative to the best compared isomer or geometry (same formula, charge and spin) = 47.6 kcal per mole
Charge = 0

Geometry as XYZ:
```
27
Properties=species:S:1:pos:R:3:forces:R:3
B -0.3474 -0.6234 -0.1884 1.510 1.716 -0.168
C 0.5953 -1.8298 -0.6767 -1.368 2.915 2.711
C -0.1494 -1.3682 2.3998 -1.566 2.811 0.758
C 0.5413 1.1299 -1.8271 0.823 0.228 -2.260
C -0.8069 1.9607 -0.0095 4.015 1.803 -1.611
C 1.5389 1.2698 0.5691 -3.123 2.334 -0.771
C -1.0340 -0.8847 1.2529 0.553 -1.502 -1.336
C 0.2948 0.9872 -0.3290 -1.049 -3.250 -0.214
O -1.5807 -0.6721 -1.1518 -1.887 -2.322 0.703
O -2.2766 -0.9993 1.1913 0.109 -0.417 0.107
H 0.1992 -2.7069 -0.4000 -1.930 -3.637 0.677
H 1.5079 -1.8835 -0.2338 2.999 0.338 1.445
H 0.7654 -1.8105 -1.6516 0.612 0.128 -4.552
H -0.6566 -1.1843 3.4265 1.253 -0.414 -1.605
H 0.0215 -2.3896 2.1915 -0.071 -1.358 -0.009
H 0.8203 -0.8745 2.1966 -0.416 -0.080 0.860
H 0.5610 2.1861 -2.1579 -0.444 -0.069 0.300
H 1.4970 0.8193 -2.2861 0.205 -0.406 0.966
H -0.1600 0.5936 -2.5425 0.246 0.777 1.265
H -1.6264 1.9387 -0.6237 -1.755 -0.021 -2.088
H -1.1803 1.8297 0.9044 -1.212 -0.293 4.132
H -0.2398 2.9273 -0.0878 -1.221 -0.121 0.210
H 1.2289 1.5582 1.6235 0.631 -0.005 -1.410
H 2.1922 0.5040 0.5682 2.066 -3.035 0.341
H 2.0575 2.0027 -0.0472 0.255 0.956 0.872
H -1.4850 -1.3705 -1.8704 -0.090 1.287 1.466
H -2.2783 -1.1101 -0.2407 0.854 1.640 -0.789
```
Forces are in eV/Å.

3.
Formula: C7H17BiN2OP
Source: the OMol25 dataset
Level of theory: ωB97M-V with the def2-TZVPD basis set

Output
F_max = 5.1 eV Å⁻¹
HOMO-LUMO gap = 0.25288 hartree
Charge = +1

Geometry as XYZ:
```
29
Properties=species:S:1:pos:R:3:forces:R:3
Bi 0.3420 0.9516 0.2763 0.025 -3.064 1.433
H 1.5606 -2.8507 1.2875 0.051 -0.089 -0.429
H 1.6478 -3.0473 0.5638 -0.061 0.117 0.421
P 0.4653 0.0354 -2.2555 0.574 0.960 -2.199
C -1.0444 -0.4578 -3.1445 -0.494 -0.140 0.341
H -0.8716 -0.3499 -4.2290 -0.036 -0.060 0.445
H -1.2996 -1.5001 -2.9083 0.064 0.263 -0.122
H -1.8912 0.1706 -2.8395 0.184 -0.118 -0.170
C 0.8730 1.6007 -3.1328 0.058 0.028 -0.077
H 1.8680 1.9649 -2.8288 -0.300 -0.230 -0.203
H 0.8496 1.3842 -4.2157 0.060 0.382 0.379
H 0.1496 2.3868 -2.8647 0.144 -0.302 -0.257
C 1.6857 -1.0955 -2.9934 0.456 -0.390 0.417
H 1.4293 -2.1393 -2.7630 0.045 0.293 -0.127
H 1.7114 -0.9473 -4.0853 -0.117 -0.034 0.390
H 2.6852 -0.9032 -2.5809 -0.244 -0.009 -0.150
C -1.7298 -0.7119 0.4811 -3.995 -3.235 -0.114
O -2.3797 -1.6639 0.4464 2.160 2.363 0.123
H 2.0828 0.8580 0.6438 1.254 1.404 -0.372
H -0.8088 2.2824 0.1568 0.247 1.489 -0.480
N -1.0013 1.2054 4.6917 0.107 0.026 -0.329
C -1.1438 -0.1762 4.8619 0.545 0.636 -0.522
C -0.7527 -0.7421 3.6685 -0.047 1.153 0.098
N -0.4422 0.2765 2.7765 0.353 0.693 0.765
C -0.5683 1.4242 3.4269 -0.024 -0.810 0.248
H -1.1340 1.9813 5.3439 -0.099 -0.876 -0.068
H -1.4440 -0.5825 5.8085 -0.050 -0.128 0.012
H -0.5692 -1.7617 3.3550 -0.443 0.070 0.354
H -0.2698 2.4075 3.0528 -0.417 -0.392 0.194
```
Forces are in eV/Å.

Number 1: lowest unoccupied orbital energy 0.028 Eh. Number 2: lowest unoccupied orbital energy 0.014 Eh. Number 3: lowest unoccupied orbital energy -0.133 Eh.